1:
This record from the Open Molecules 2025 dataset describes a single C3H5IO molecule. The level of theory is wB97M-V/def2-TZVPD.

Output
Orbital gap (alpha / beta), eV: 7.002 / 7.001
Lowest unoccupied orbital energy (alpha / beta), eV: -0.330 / -0.330
HOMO energy (alpha / beta), eV: -7.332 / -7.332
Multiplicity: 1

Each line ends with the natural charge from an NBO analysis.
Geometry (Å):
C1 -0.599 0.097 -2.143  -0.439
C2 -0.923 -0.187 -0.928  -0.226
C3 0.360 -0.058 2.133  -0.237
O1 1.721 -0.274 1.878  -0.736
I1 -0.386 1.459 0.591  0.366
H1 0.321 0.614 -2.388  0.228
H2 -1.111 -0.490 -2.940  0.222
H3 -1.727 -0.772 -0.476  0.226
H4 0.409 0.558 3.023  0.123
H5 1.934 -0.945 1.250  0.474



2:
This record from the Open Molecules 2025 dataset describes a single C3H5IO molecule. The level of theory is wB97M-V/def2-TZVPD.

Output
Orbital gap, eV: 9.660
SMILES string: C[C@@H](I)C=O
Lowest unoccupied orbital energy, eV: 0.141
HOMO energy, eV: -9.518
Multiplicity: 1

Each line ends with the natural charge from an NBO analysis.
Geometry (Å):
C1 -0.095 -1.380 0.299  0.436
C2 0.620 0.839 -0.506  -0.678
C3 -0.346 0.296 0.531  -0.409
O1 0.673 -1.785 -0.499  -0.507
I1 -2.456 0.369 -0.031  0.080
H1 -0.611 -2.041 0.995  0.125
H2 0.270 0.480 -1.585  0.237
H3 0.534 1.954 -0.347  0.218
H4 1.689 0.511 -0.452  0.246
H5 -0.277 0.757 1.594  0.252



Which one sits at the top of the stability order? 2 does.



1:
This record from the Open Molecules 2025 dataset describes 2 unconnected molecules or ions with the total composition C2H8N2S2. The level of theory is wB97M-V/def2-TZVPD.

Output
Orbital gap, eV: 8.849
SMILES string: [H]/N=C/N.CSS
Lowest unoccupied orbital energy, eV: 0.487
HOMO energy, eV: -8.362
Multiplicity: 1

Each line ends with the natural charge from an NBO analysis.
Geometry (Å):
C1 -2.851 1.092 -3.491  -0.714
S1 -2.671 2.432 -2.223  0.043
S2 -0.936 2.047 -1.191  -0.157
H1 -2.101 1.405 -4.202  0.220
H2 -3.895 1.163 -3.789  0.236
H3 -2.578 0.112 -3.113  0.228
H4 -1.387 2.339 0.063  0.144
N1 2.695 -0.979 3.429  -0.794
C2 2.298 -1.367 2.163  0.336
N2 1.627 -2.435 1.917  -0.828
H5 2.292 -1.672 4.055  0.394
H6 2.547 -0.002 3.635  0.383
H7 2.832 -0.958 1.297  0.130
H8 2.126 -3.178 1.452  0.379



2:
This record from the Open Molecules 2025 dataset describes 2 unconnected molecules or ions with the total composition C2H8N2S2. The level of theory is wB97M-V/def2-TZVPD.

Output
Orbital gap, eV: 9.683
SMILES string: [H]/N=C/N.CSS
Lowest unoccupied orbital energy, eV: 0.576
HOMO energy, eV: -9.107
Multiplicity: 1

Each line ends with the natural charge from an NBO analysis.
Geometry (Å):
C1 -0.036 2.207 -1.037  -0.710
S1 0.831 1.777 -2.680  0.013
S2 -0.097 0.680 -3.967  -0.082
H1 -1.098 2.019 -1.083  0.235
H2 0.001 3.292 -1.048  0.225
H3 0.584 1.759 -0.276  0.217
H4 0.209 -0.542 -3.527  0.103
N1 0.641 -0.807 1.892  -0.824
C2 -0.068 -1.963 1.846  0.277
N2 -1.150 -2.085 2.482  -0.748
H5 0.511 -0.069 2.569  0.405
H6 1.129 -0.586 1.045  0.380
H7 0.244 -2.764 1.172  0.146
H8 -1.702 -2.918 2.613  0.362



Which one sits at the top of the stability order? 2 does.



1:
This record from the Open Molecules 2025 dataset describes a molecular structure, C28H41N4O3PRhS2. The level of theory is wB97M-V/def2-TZVPD.

Output
Orbital gap, eV: 6.844
Lowest unoccupied orbital energy, eV: -3.289
HOMO energy, eV: -10.133
Net charge: +1
Multiplicity: 1

Each line ends with the Mulliken charge.
Geometry (Å):
Rh1 -0.172 -0.054 -0.245  -0.302
C1 2.524 1.391 -0.960  -0.455
C2 2.155 1.182 -2.426  -1.046
C3 0.752 1.607 -2.746  0.495
C4 0.540 2.654 -3.628  -0.907
C5 -0.749 3.060 -3.931  -0.662
C6 -1.808 2.371 -3.370  -0.847
C7 -1.532 1.324 -2.515  -0.464
N1 -0.283 0.948 -2.192  1.052
N2 2.094 0.285 -0.100  0.865
C8 2.789 -0.977 -0.392  -1.170
C9 2.090 -1.761 -1.457  0.558
C10 2.776 -2.536 -2.375  -1.040
C11 2.059 -3.221 -3.342  -0.702
C12 0.678 -3.111 -3.354  -1.397
C13 0.062 -2.339 -2.385  -0.493
N3 0.757 -1.681 -1.453  1.167
C14 2.259 0.654 1.307  -1.201
C15 1.570 -0.362 2.161  0.844
C16 2.001 -0.688 3.432  -0.954
C17 1.308 -1.652 4.150  -0.426
C18 0.197 -2.251 3.579  -0.956
C19 -0.200 -1.850 2.318  0.045
N4 0.482 -0.932 1.624  1.004
H1 2.040 2.295 -0.592  -0.005
H2 3.609 1.529 -0.875  0.472
H3 2.283 0.137 -2.704  0.183
H4 2.840 1.759 -3.044  0.711
H5 1.391 3.146 -4.079  0.513
H6 -0.917 3.901 -4.590  0.429
H7 -2.832 2.644 -3.578  0.542
H8 -2.331 0.754 -2.060  0.402
H9 2.777 -1.592 0.508  0.466
H10 3.834 -0.794 -0.659  0.305
H11 3.854 -2.606 -2.325  0.530
H12 2.573 -3.829 -4.074  0.440
H13 0.090 -3.617 -4.105  0.407
H14 -1.012 -2.251 -2.333  0.984
H15 1.740 1.600 1.462  0.261
H16 3.314 0.770 1.576  0.645
H17 2.870 -0.195 3.847  0.514
H18 1.636 -1.935 5.141  0.445
H19 -0.359 -3.022 4.094  0.531
H20 -1.075 -2.276 1.839  -0.454
C20 -2.714 -4.630 -3.217  -1.031
C21 -2.305 -4.958 -1.792  0.538
C22 -3.312 -5.856 -1.101  -1.519
O1 -2.069 -3.714 -1.064  -0.165
P1 -3.109 -2.822 -0.266  0.736
S1 -3.534 -3.440 1.519  -0.437
S2 -2.364 -0.898 -0.289  -0.113
O2 -4.353 -2.775 -1.250  -0.065
C23 -5.417 -1.787 -1.092  0.526
C24 -6.675 -2.498 -0.649  -1.496
C25 -5.568 -1.071 -2.418  -1.287
H21 -2.808 -5.550 -3.795  0.490
H22 -1.970 -3.995 -3.697  0.154
H23 -3.671 -4.111 -3.222  0.105
H24 -1.323 -5.434 -1.787  0.400
H25 -4.297 -5.388 -1.093  0.253
H26 -3.016 -6.059 -0.073  0.364
H27 -3.378 -6.800 -1.642  0.488
H28 -5.111 -1.069 -0.329  0.403
H29 -6.986 -3.222 -1.404  0.322
H30 -7.475 -1.770 -0.509  0.427
H31 -6.506 -3.020 0.292  0.317
H32 -6.003 -1.735 -3.167  0.343
H33 -4.593 -0.734 -2.774  0.188
H34 -6.217 -0.203 -2.299  0.424
C26 -2.074 3.252 0.208  -1.549
C27 -0.578 2.957 0.140  1.428
C28 0.215 4.016 0.896  -1.530
O3 -0.265 1.701 0.680  -0.739
H35 -2.302 4.174 -0.331  0.362
H36 -2.382 3.363 1.249  0.396
H37 -2.642 2.431 -0.234  0.249
H38 -0.285 3.019 -0.921  -0.351
H39 -0.002 3.935 1.963  0.326
H40 -0.051 5.015 0.552  0.413
H41 1.291 3.882 0.753  0.301



2:
This record from the Open Molecules 2025 dataset describes a molecular structure, C28H41N4O3PRhS2. The level of theory is wB97M-V/def2-TZVPD.

Output
Orbital gap, eV: 5.088
Lowest unoccupied orbital energy, eV: -3.867
HOMO energy, eV: -8.955
Net charge: +1
Multiplicity: 1

Each line ends with the Mulliken charge.
Geometry (Å):
Rh1 -0.698 -0.606 -1.955  0.468
C1 0.423 -0.900 -4.672  -1.146
C2 1.782 -1.005 -3.997  -0.804
C3 2.041 0.059 -2.952  0.536
C4 3.293 0.623 -2.870  -0.806
C5 3.511 1.714 -2.031  -0.621
C6 2.455 2.219 -1.313  -0.668
C7 1.228 1.576 -1.390  -0.404
N1 1.019 0.525 -2.192  0.615
N2 -0.666 -1.471 -3.848  0.516
C8 -2.007 -1.093 -4.359  -0.843
C9 -3.054 -1.341 -3.292  0.671
C10 -4.406 -1.311 -3.564  -1.097
C11 -5.296 -1.515 -2.519  -0.378
C12 -4.809 -1.766 -1.247  -0.989
C13 -3.442 -1.770 -1.049  -0.512
N3 -2.587 -1.558 -2.052  0.887
C14 -0.556 -2.951 -3.751  -1.353
C15 0.119 -3.337 -2.470  0.630
C16 0.592 -4.606 -2.219  -1.108
C17 1.198 -4.871 -0.998  -0.406
C18 1.311 -3.851 -0.071  -1.070
C19 0.813 -2.599 -0.382  -0.012
N4 0.232 -2.353 -1.562  1.009
H1 0.433 -1.408 -5.641  0.401
H2 0.183 0.151 -4.843  0.539
H3 2.533 -0.880 -4.777  0.613
H4 1.947 -2.006 -3.590  0.305
H5 4.088 0.234 -3.491  0.468
H6 4.494 2.159 -1.961  0.428
H7 2.545 3.055 -0.634  0.570
H8 0.396 1.926 -0.804  0.416
H9 -2.234 -1.659 -5.268  0.462
H10 -1.992 -0.033 -4.617  0.476
H11 -4.756 -1.124 -4.570  0.523
H12 -6.362 -1.481 -2.701  0.443
H13 -5.473 -1.939 -0.412  0.486
H14 -3.006 -1.939 -0.074  0.639
H15 -0.012 -3.339 -4.615  0.515
H16 -1.557 -3.384 -3.773  0.519
H17 0.491 -5.374 -2.974  0.537
H18 1.577 -5.861 -0.781  0.436
H19 1.776 -4.001 0.893  0.557
H20 0.869 -1.772 0.319  -0.078
C20 3.589 -0.031 3.947  -1.257
C21 3.834 1.460 3.818  0.507
C22 3.692 2.189 5.139  -1.145
O1 3.004 2.117 2.822  -0.371
P1 1.481 1.859 2.433  0.523
S1 0.813 3.512 1.611  -0.513
S2 1.340 0.201 1.321  -0.399
O2 0.782 1.536 3.842  -0.253
C23 -0.361 2.250 4.374  0.815
C24 0.103 3.433 5.197  -1.477
C25 -1.149 1.240 5.182  -1.548
H21 4.352 -0.447 4.608  0.493
H22 3.653 -0.525 2.979  0.252
H23 2.608 -0.234 4.375  0.196
H24 4.841 1.617 3.429  0.374
H25 2.710 2.001 5.570  0.043
H26 3.816 3.262 4.998  0.331
H27 4.452 1.837 5.838  0.476
H28 -0.951 2.608 3.528  0.125
H29 0.664 3.096 6.070  0.335
H30 -0.762 4.000 5.545  0.441
H31 0.730 4.091 4.598  0.332
H32 -0.512 0.801 5.951  0.378
H33 -1.521 0.437 4.545  0.317
H34 -1.994 1.726 5.669  0.405
C26 -3.073 2.512 -0.317  -1.583
C27 -1.975 1.534 0.115  2.709
C28 -2.409 0.572 1.215  -1.530
O3 -1.552 0.797 -1.035  -0.716
H35 -2.837 3.525 0.006  0.389
H36 -4.044 2.240 0.098  0.373
H37 -3.156 2.521 -1.404  0.363
H38 -1.120 2.105 0.481  -1.573
H39 -3.470 0.318 1.145  0.388
H40 -2.231 1.029 2.190  0.279
H41 -1.792 -0.326 1.183  0.150



Which one sits at the top of the stability order? 1 does.